(1)
Below is the molecule C6H6O at a distorted geometry, with properties calculated with ωB97M-V with the def2-TZVPD basis set.

- HOMO: -8.6 eV
- Structure (SMILES): O[C@@H]1C=C2C=C2C1
- Kohn-Sham gap: 9.32 eV
- 2S+1: 1
- ΔE to the lowest compared entry with this formula, charge and spin: 5.879 eV

```
13
Properties=species:S:1:pos:R:3:mulliken_charge:R:1
O 1.3687 -1.3348 0.7587 -0.57
C 0.2180 -0.5421 0.9981 -0.09
C 0.4385 0.9250 0.5721 -0.51
C 0.0003 0.9770 -0.8009 0.34
C -0.4630 0.9911 -1.9635 -0.46
C -1.1145 -0.3773 -1.0307 -0.35
C -0.9444 -1.0376 0.1741 -0.32
H 1.4177 -1.4703 -0.1995 0.41
H 0.0310 -0.5846 2.0647 0.39
H 1.4700 1.2240 0.7178 0.26
H -0.2326 1.5930 1.1193 0.27
H -0.5396 1.4748 -2.9564 0.35
H -1.4170 -1.9678 0.6217 0.28
```


(2)
Below is a cluster of 4 separate species, C2H14N2O3 in total at a distorted geometry, with properties calculated with ωB97M-V with the def2-TZVPD basis set.

- HOMO: -9.6 eV
- Structure (SMILES): CNCN.O.O.O
- Kohn-Sham gap: 10.28 eV
- 2S+1: 1
- ΔE to the lowest compared entry with this formula, charge and spin: 0.753 eV

```
21
Properties=species:S:1:pos:R:3:mulliken_charge:R:1
C 0.3420 1.3988 1.4308 -0.99
N 1.2207 1.4220 0.2439 -0.45
C 2.3996 0.5729 0.3696 -0.43
N 1.9956 -0.8198 0.3925 -0.55
H 0.8476 1.8126 2.3270 0.36
H 0.0172 0.4112 1.7010 0.36
H -0.4988 2.0458 1.2515 0.34
H 1.4702 2.3996 0.1198 0.22
H 3.0717 0.8473 -0.4560 0.32
H 2.9590 0.8001 1.2788 0.31
H 2.6376 -1.3882 -0.1315 0.24
H 1.0856 -0.9076 -0.0611 0.24
H 0.2127 0.9106 -1.1061 0.46
H -0.3748 0.5353 -2.6197 0.28
O -0.5571 0.7052 -1.6957 -0.73
H -2.6010 -2.6601 0.0059 0.33
H -2.4372 -4.1019 -0.5394 0.30
O -2.8438 -3.5798 0.1673 -0.65
H -3.7204 0.0636 -0.7125 0.29
H -2.3084 0.0034 -1.2815 0.36
O -2.9182 -0.4710 -0.6845 -0.61
```


(3)
Below is a structure of composition C33H59NP2SiTi at a distorted geometry, with properties calculated with ωB97M-V with the def2-TZVPD basis set.

- HOMO (spin up / spin down): -9.6 / -9.6 eV
- Kohn-Sham gap (spin up / spin down): 4.17 / 4.19 eV
- <S²>: 0.7983
- 2S+1: 2
- Net charge: +1

```
97
Properties=species:S:1:pos:R:3:mulliken_charge:R:1
Ti -1.5060 0.8264 -3.1353 -0.99
C -2.6066 1.6784 -1.1927 0.16
C -3.4828 0.9185 -2.0921 0.54
C -2.7878 -0.4668 -0.3703 0.97
C -2.2520 0.8091 -0.1068 0.62
C -3.4755 -0.4419 -1.6079 0.92
C -2.4859 3.1569 -1.2244 -1.30
H -2.5075 3.5724 -2.2447 0.32
H -1.5432 3.4695 -0.7536 0.12
H -3.3269 3.6202 -0.6796 0.34
C -1.6234 1.2079 1.1869 -0.66
H -1.2363 2.2334 1.2064 0.38
H -0.7844 0.5516 1.4591 -0.48
H -2.3458 1.1351 2.0168 0.44
C -2.8556 -1.6307 0.5664 -1.39
H -3.8587 -1.7468 1.0189 0.47
H -2.1435 -1.5395 1.3959 -0.35
H -2.6334 -2.5861 0.0673 0.29
C -4.2697 -1.5857 -2.1119 -1.58
H -5.2034 -1.2716 -2.5989 0.35
H -4.5459 -2.2392 -1.2724 0.48
H -3.7116 -2.2002 -2.8350 0.21
C -4.3635 1.5276 -3.1318 -1.46
H -5.2689 1.9112 -2.6344 0.41
H -4.6831 0.8100 -3.8982 0.43
H -3.9046 2.3918 -3.6457 0.23
C 0.5264 1.0499 -3.2804 0.30
C -0.2046 2.2007 -3.7297 0.27
C -0.7654 2.3333 -5.1127 -1.14
C -1.6359 1.1418 -5.6694 -1.18
C -2.0307 -0.0333 -4.7842 0.17
C -1.0890 -0.9031 -4.1246 -0.19
C 0.3270 -1.0756 -4.6924 -0.90
C 1.2580 0.0991 -4.2470 -0.91
H 0.0619 2.5014 -5.8259 0.46
H -1.1263 0.7527 -6.5622 0.44
H -1.3842 3.2485 -5.1346 0.40
H 1.6877 0.6182 -5.1289 0.32
H 1.0231 1.0962 -2.3061 0.04
H 0.0075 3.1776 -3.2915 0.56
H 2.1439 -0.3456 -3.7533 0.41
H 0.8012 -2.0249 -4.3662 0.25
H -1.4389 -1.7411 -3.5051 0.21
H 0.3183 -1.1346 -5.7956 0.38
H -2.5802 1.6123 -5.9871 0.41
H -3.0690 -0.3270 -4.9302 0.88
P 2.0211 2.1496 0.3195 1.01
C 1.7936 2.3830 2.1167 -0.69
H 2.7335 2.6814 2.6040 0.48
H 1.4534 1.4331 2.5749 -0.45
H 1.0142 3.1395 2.2772 0.45
C 3.8205 1.9458 0.1009 -1.18
H 4.3609 2.7005 0.6844 0.40
H 4.0843 2.0154 -0.9652 0.39
H 4.0982 0.9372 0.4486 0.14
C 1.5068 3.7435 -0.4576 -1.08
H 1.3785 3.6141 -1.5470 0.09
H 2.2143 4.5653 -0.2806 0.45
H 0.5155 4.0187 -0.0574 0.26
P 0.8424 -2.8947 -0.7869 0.62
C -0.2501 -4.2761 -1.1817 -1.34
H 0.3093 -5.2165 -1.2090 0.43
H -0.6725 -4.1007 -2.1833 0.25
H -1.1050 -4.3318 -0.5044 0.40
C 2.4481 -3.3148 -1.4981 -1.21
H 2.3015 -3.3729 -2.5923 0.32
H 2.7859 -4.2808 -1.1138 0.44
H 3.1800 -2.5072 -1.3430 0.29
C 0.7318 -2.5697 0.9784 -0.60
H 1.6442 -2.7969 1.5355 0.30
H -0.1330 -3.0729 1.4149 0.51
H 0.5431 -1.4968 1.1509 -0.35
C 3.6647 -1.2426 2.0604 -0.85
Si 3.1434 -0.9005 3.8362 0.24
C 3.4473 -2.4278 4.8671 -1.15
C 4.1639 0.4834 4.5796 -1.15
N 1.4734 -0.4300 3.8527 0.09
C 0.5325 -0.3689 4.7760 -0.34
C -0.8449 -0.4945 4.3619 0.43
C -1.8871 -0.3932 5.2819 -0.53
C -1.6094 -0.1956 6.6398 -0.41
C -0.2842 -0.1012 7.0849 -0.84
C 0.7704 -0.1764 6.1854 0.11
H 4.6967 -0.8908 1.9006 0.57
H 3.0007 -0.7242 1.3521 -0.24
H 3.6499 -2.3188 1.8234 0.46
H 4.4164 -2.3355 5.3777 0.35
H 2.6641 -2.5479 5.6273 0.35
H 3.4686 -3.3327 4.2456 0.30
H 4.5300 1.1840 3.8184 0.28
H 3.5683 1.0472 5.3102 0.36
H 5.0313 0.0554 5.1031 0.40
H -1.0241 -0.6913 3.3088 0.17
H -2.9163 -0.4777 4.9311 0.39
H -2.4311 -0.1186 7.3586 0.37
H -0.0788 0.0336 8.1500 0.39
H 1.8090 -0.0889 6.5267 0.27
```


(4)
Below is a cluster of 2 separate species, C4H12 in total at a distorted geometry, with properties calculated with ωB97M-V with the def2-TZVPD basis set.

- HOMO: -11.1 eV
- Structure (SMILES): CC.CC
- Kohn-Sham gap: 12.14 eV
- 2S+1: 1
- ΔE to the lowest compared entry with this formula, charge and spin: 1.053 eV

```
16
Properties=species:S:1:pos:R:3:mulliken_charge:R:1
C 1.3977 -0.8443 0.2830 -0.53
C 2.6799 -0.5243 1.0830 -1.03
H 1.1827 -0.4201 -0.7381 0.24
H 1.5850 -1.9027 -0.1325 0.24
H 0.4939 -0.7434 0.9362 0.15
H 3.5969 -0.6526 0.4728 0.29
H 2.7634 0.4673 1.4606 0.34
H 2.6591 -1.1060 1.9719 0.29
C -1.3750 0.4188 -0.3562 -0.70
C -2.6563 1.0554 -0.9473 -1.04
H -1.1699 0.5449 0.7266 0.31
H -1.6182 -0.6926 -0.3398 0.31
H -0.5301 0.8657 -0.9109 0.24
H -2.9455 0.4688 -1.9079 0.24
H -2.5709 2.0440 -1.3509 0.35
H -3.4925 1.0212 -0.2504 0.29
```


(5)
Below is the molecule C18H20ClN3O6S at a distorted geometry, with properties calculated with ωB97M-V with the def2-TZVPD basis set.

- HOMO: -9.2 eV
- Structure (SMILES): CCOCCCNS(=O)(=O)c1ccc(NC(=O)c2ccc([N+](=O)[O-])cc2Cl)cc1
- Kohn-Sham gap: 8.13 eV
- 2S+1: 1
- ΔE to the lowest compared entry with this formula, charge and spin: 0.000 eV

```
49
Properties=species:S:1:pos:R:3:mulliken_charge:R:1
C -1.0939 -4.3165 -1.6573 -1.29
C -0.2247 -5.2426 -0.8210 0.04
O -0.6767 -5.1697 0.5238 -0.48
C -0.0548 -6.0698 1.4146 -0.61
C 1.3316 -5.6310 1.9045 -0.37
H 2.0090 -5.5077 1.0579 0.23
C 1.2687 -4.3096 2.6751 -0.96
N 0.9146 -3.1854 1.8273 -0.24
S 2.1695 -2.6027 0.8864 1.46
O 3.3204 -2.4842 1.7298 -0.76
O 2.3153 -3.3409 -0.3438 -0.70
C 1.5228 -0.9843 0.5015 -0.33
C 1.4912 -0.0224 1.4919 -0.72
C 0.9694 1.2295 1.2226 -0.63
C 0.4763 1.5093 -0.0516 0.93
C 0.5146 0.5277 -1.0439 -0.94
C 1.0384 -0.7196 -0.7649 -0.34
H 1.0917 -1.4925 -1.5153 0.60
H 0.1352 0.7473 -2.0319 0.32
N -0.0563 2.7547 -0.3962 -0.11
C -0.2617 3.8431 0.4011 0.34
O 0.0001 3.9165 1.5764 -0.58
C -0.8459 5.0004 -0.3660 0.11
C -0.1770 5.5044 -1.4786 -0.38
C -0.6574 6.6113 -2.1511 -0.62
C -1.8260 7.2127 -1.7014 0.00
C -2.5137 6.7308 -0.5977 -0.49
C -2.0168 5.6241 0.0736 0.33
Cl -2.8683 5.0045 1.4298 -0.20
H -3.4194 7.2196 -0.2735 0.56
N -2.3435 8.3720 -2.4023 0.98
O -1.7275 8.7542 -3.3709 -0.60
O -3.3562 8.8759 -1.9762 -0.60
H -0.1472 7.0176 -3.0105 0.48
H 0.7400 5.0357 -1.8034 0.51
H -0.3613 2.8311 -1.3578 0.25
H 0.9402 1.9887 1.9858 0.53
H 1.8878 -0.2655 2.4639 0.43
H 0.1172 -3.4320 1.2485 0.36
H 2.2440 -4.0713 3.1039 0.42
H 0.5279 -4.3714 3.4784 0.39
H 1.7280 -6.4134 2.5531 0.42
H -0.7367 -6.1339 2.2691 0.34
H 0.0172 -7.0637 0.9492 0.38
H -0.3160 -6.2796 -1.1776 0.43
H 0.8252 -4.9346 -0.8960 0.15
H -0.9870 -3.2922 -1.3081 0.22
H -0.7898 -4.3698 -2.6986 0.39
H -2.1386 -4.6050 -1.5726 0.35
```


(6)
Below is a cluster of 3 separate species, C3H12NO2 in total at a distorted geometry, with properties calculated with ωB97M-V with the def2-TZVPD basis set.

- HOMO (spin up / spin down): -5.2 / -9.1 eV
- Kohn-Sham gap (spin up / spin down): 5.54 / 9.41 eV
- <S²>: 0.7534
- 2S+1: 2
- ΔE to the lowest compared entry with this formula, charge and spin: 0.715 eV

```
18
Properties=species:S:1:pos:R:3:mulliken_charge:R:1
C 2.5748 0.7035 -0.8037 -1.03
C 2.3376 -0.4281 0.2110 -0.44
C 0.3702 -1.5305 1.3444 -0.78
N 0.9112 -0.4864 0.6762 -0.17
H 1.7407 0.6235 -1.4988 0.26
H 2.5064 1.6430 -0.2697 0.28
H 3.5202 0.4986 -1.2950 0.34
H 2.4140 -1.4084 -0.2845 0.36
H 2.9119 -0.3613 1.1531 0.30
H -0.6795 -1.6711 1.1289 0.24
H 0.8413 -2.1549 2.0892 0.31
H 0.1077 0.0109 0.2506 0.39
H -4.9006 0.4140 -0.3285 0.31
H -5.3636 1.6939 -0.0822 0.30
O -4.4929 1.2618 -0.0910 -0.61
H -1.4868 -0.2121 -1.2074 0.31
H -2.0816 0.8899 -0.3653 0.28
O -1.2309 0.5136 -0.6272 -0.66
```